Record 1
{"formula": "C4H10N2", "method": "ωB97M-V with the def2-TZVPD basis set", "elements": ["C", "C", "C", "N", "H", "H", "H", "H", "H", "H", "H", "C", "N", "H", "H", "H"], "coordinates": [[1.7410, 2.3033, 0.0345], [1.1917, 1.3578, -1.0096], [0.6901, 0.1287, -0.6564], [-0.1803, -0.6244, -1.5023], [1.5121, 2.0184, 1.0575], [2.8289, 2.3928, -0.1011], [1.2942, 3.3065, -0.0255], [1.2639, 1.7517, -2.0283], [0.8294, -0.2830, 0.3317], [0.1054, -1.6084, -1.4969], [-0.3121, -0.2386, -2.4295], [-1.4218, -2.0841, 1.4026], [-2.1788, -1.1352, 1.8333], [-1.6677, -3.1388, 1.6295], [-0.6120, -1.9347, 0.6573], [-1.9346, -0.1830, 1.4618]], "forces_ev_per_angstrom": [[0.27, 0.11, -0.23], [-0.33, -1.19, 1.31], [-0.53, 1.94, -2.25], [1.56, -0.25, 0.90], [0.17, -0.50, 0.06], [-0.14, 0.27, 0.30], [0.17, -0.11, -0.37], [-0.57, -0.46, 0.12], [-0.19, -0.02, 0.28], [-0.69, 0.37, -0.21], [0.22, -0.07, 0.02], [2.25, -1.95, -1.27], [-1.98, 3.03, 0.85], [0.12, 0.46, -0.09], [-0.34, -0.31, 0.33], [0.01, -1.32, 0.27]], "charge": -1, "energy_ev": -7287.0184, "multiplicity": 2, "s2": 0.753, "fmax_ev_per_a": 3.71, "relative_energy_kj_mol": 139.1, "e_lumo_ev": [3.847, 3.744]}

Record 2
{"formula": "C6H39N2O12", "method": "ωB97M-V with the def2-TZVPD basis set", "elements": ["C", "C", "C", "C", "C", "C", "N", "N", "H", "H", "H", "H", "H", "H", "H", "H", "H", "H", "H", "H", "H", "H", "H", "H", "H", "O", "H", "H", "O", "H", "H", "O", "H", "H", "O", "H", "H", "O", "H", "H", "O", "H", "H", "O", "H", "H", "O", "H", "H", "O", "H", "H", "O", "H", "H", "O", "H", "H", "O"], "coordinates": [[0.6157, 0.5405, -2.1029], [0.5263, 0.1162, -0.6452], [1.4450, 0.7499, 0.4730], [0.7089, 0.7951, 1.8339], [-0.2421, 1.8059, 1.8352], [-0.1799, -0.4623, 3.7245], [0.8162, -0.1656, 2.7611], [0.7476, -1.4321, -0.6566], [1.5855, 1.0457, -2.4315], [0.6739, -0.3118, -2.7729], [-0.1762, 1.1780, -2.4214], [-0.5302, 0.2865, -0.1573], [2.3939, 0.2024, 0.4543], [1.6290, 1.8848, 0.1775], [-1.0628, 1.8960, 2.5078], [-0.3228, 2.5292, 0.9647], [-0.0710, 0.1365, 4.6373], [-0.0365, -1.6199, 3.9420], [-1.1940, -0.4296, 3.4702], [1.4245, -0.8201, 2.4869], [0.1971, -1.7771, -1.4710], [0.1587, -1.9289, 0.1089], [1.7385, -1.7247, -0.4861], [4.2133, -0.9601, 2.8778], [4.1571, -2.1010, 1.7278], [3.6165, -1.5791, 2.4578], [-2.9107, -0.0754, 0.6690], [-2.2566, -1.4732, 0.2492], [-2.4331, -0.8900, 0.9464], [-2.8186, 2.7942, -2.0758], [-4.0463, 2.3517, -1.2145], [-3.6094, 2.3182, -2.0920], [-0.6669, 3.3516, -0.5154], [-0.0627, 4.6234, -1.1966], [-0.8624, 4.1398, -0.9484], [-3.1478, 0.7570, -2.3963], [-3.8280, -0.1587, -3.4493], [-3.1740, -0.1325, -2.7399], [3.3530, -1.4561, -2.1317], [3.4479, -2.9682, -2.1196], [2.9235, -2.2914, -1.8056], [-2.0057, -2.7138, -2.6942], [-2.2108, -1.3943, -2.0928], [-1.7062, -2.2239, -1.9713], [3.9100, 3.0098, 0.5184], [4.4593, 1.8659, -0.0823], [3.7090, 2.1369, 0.3031], [-1.5119, -4.9624, 0.2063], [-0.7320, -4.7356, 1.6057], [-0.9044, -4.4982, 0.7954], [1.7430, 4.2249, -2.2720], [2.8996, 3.3837, -1.7256], [2.0140, 3.7000, -1.5688], [-4.8026, 0.8654, 0.9805], [-5.0306, 0.8399, -0.4480], [-4.4635, 1.2450, 0.2045], [1.8750, -3.0212, 1.7444], [0.9257, -3.9925, 1.2105], [1.1962, -3.0111, 1.1903]], "forces_ev_per_angstrom": [[2.49, 0.52, -0.64], [-1.41, -0.74, 2.09], [-0.34, 1.54, -0.98], [-2.45, 3.14, -2.04], [1.05, -0.35, -1.23], [1.46, -3.09, 2.10], [-1.66, 2.51, -0.19], [-2.91, 0.52, 1.78], [-1.07, -0.17, 1.05], [-0.64, -0.34, 0.01], [-0.62, 0.46, -0.11], [1.73, -0.55, -1.53], [0.01, 0.33, 0.29], [-0.37, -2.85, 0.54], [-0.20, -0.07, 0.75], [0.50, -1.13, 1.41], [0.17, -0.29, -0.02], [-0.17, 2.40, 0.14], [-1.45, 0.53, -1.32], [2.56, -3.24, -0.52], [1.18, -0.19, -0.01], [1.55, 1.40, -1.00], [-1.35, 0.02, -0.92], [0.35, 0.11, 0.02], [-1.39, 1.88, 2.48], [0.99, -2.08, -2.63], [0.55, -1.03, -0.35], [-0.09, -1.07, -1.92], [-0.47, 1.94, 2.10], [1.89, 1.67, 0.39], [0.82, 0.41, -0.53], [-2.30, -1.14, 0.20], [1.12, -1.79, 1.04], [-0.18, -0.62, 0.51], [-1.21, 2.38, -1.64], [-0.41, 1.29, 0.15], [0.20, 0.16, 0.21], [0.07, -1.74, -0.50], [-0.58, -1.24, 0.37], [1.82, -2.41, -1.07], [-0.66, 3.53, 0.40], [-0.55, -1.53, -1.76], [-0.09, 0.21, -0.12], [0.86, 1.26, 1.89], [0.17, 2.56, 0.92], [4.44, -2.00, -2.25], [-3.60, -0.11, 1.32], [0.21, -0.42, 1.18], [0.15, -2.91, 6.61], [-0.84, 3.05, -7.70], [-0.38, 1.38, -2.21], [0.32, -0.01, -0.18], [0.13, -1.34, 2.27], [-0.66, -0.47, 2.17], [-0.21, -0.30, -0.68], [0.62, 0.45, -1.18], [4.95, 0.55, 4.06], [0.22, 2.31, -0.67], [-4.30, -3.27, -2.57]], "charge": 1, "energy_ev": -34396.4159, "fmax_ev_per_a": 8.33, "relative_energy_kj_mol": 551.7, "e_lumo_ev": -2.557}